The following is a DFT calculation (ωB97M-V with the def2-TZVPD basis set) of a 13-piece molecular cluster, C14H54O13 overall.

Each line ends with the Mulliken spin population.
Atoms and positions in Å:
O: -18.97836 4.96161 6.15254  0.000
H: -19.20486 4.46764 6.94053  0.000
H: -19.41826 4.49489 5.44200  0.000
O: -16.80391 -2.05109 8.10739  0.000
H: -16.06452 -1.73540 7.58790  0.001
H: -16.69188 -1.63480 8.96201  0.000
O: -21.51218 2.70776 5.42115  0.018
H: -22.22855 2.07570 5.36148  -0.001
H: -21.38878 2.84263 6.36073  -0.001
O: -19.52554 -1.64436 7.81208  0.005
H: -19.84492 -2.53014 7.63993  0.000
H: -18.61336 -1.76517 8.07581  0.000
O: -19.09631 3.14123 8.27882  0.008
H: -18.78781 2.74460 9.09352  -0.001
H: -19.00232 2.44911 7.62432  -0.004
O: -22.08862 -0.88909 7.91373  0.001
H: -21.13754 -0.90243 7.80648  0.000
H: -22.40325 -0.33805 7.19707  0.000
C: -18.78008 -2.66037 3.98855  0.006
C: -20.15245 -2.16954 4.41778  0.056
O: -21.00558 -3.06161 3.92534  0.291
H: -18.59701 -2.61240 2.91510  0.003
H: -18.61232 -3.72423 4.15635  0.000
H: -17.92036 -2.19290 4.46862  0.003
H: -20.48793 -1.19538 4.06202  0.049
H: -20.29731 -2.15812 5.49805  0.056
H: -21.86375 -3.00485 4.35187  -0.009
C: -21.47486 0.48112 1.77733  0.010
C: -22.62330 -0.54275 2.11460  0.000
O: -23.83469 -0.14998 1.50301  0.023
H: -21.02205 0.22613 0.81918  -0.001
H: -20.65509 0.40322 2.49148  -0.009
H: -21.70036 1.54752 1.77153  0.001
H: -22.76362 -0.52775 3.19542  -0.001
H: -22.33291 -1.54862 1.81128  0.007
H: -23.72509 0.01271 0.56327  -0.001
C: -16.45862 3.41741 2.98196  0.000
C: -17.44206 4.51979 2.91231  0.000
O: -17.64467 4.90794 1.52513  0.001
H: -15.45520 3.77208 2.74648  0.000
H: -16.72514 2.62821 2.27895  0.000
H: -16.41308 3.03476 4.00157  -0.001
H: -17.08194 5.28704 3.59770  0.000
H: -18.40764 4.24886 3.33932  0.000
H: -18.41675 5.47768 1.55489  0.000
C: -12.71625 3.84998 5.40462  0.000
C: -13.53055 2.54571 5.47575  0.001
O: -13.27978 2.00113 6.70735  0.000
H: -13.26240 4.58164 4.80925  0.000
H: -11.72444 3.67060 4.98959  0.000
H: -12.59422 4.34437 6.36836  0.000
H: -13.35482 1.88487 4.62693  0.000
H: -14.56953 2.86511 5.39444  0.001
H: -13.82324 2.49645 7.32454  0.000
C: -16.08767 -1.63514 1.78428  0.001
C: -14.55629 -1.82415 1.69923  0.000
O: -14.32716 -2.75731 0.70752  0.001
H: -16.51847 -1.25658 0.85735  0.000
H: -16.24918 -0.89472 2.56772  -0.001
H: -16.69099 -2.50777 2.03451  0.000
H: -14.21945 -2.16053 2.67978  0.000
H: -14.12577 -0.83985 1.51509  0.000
H: -14.94943 -2.54039 0.00943  0.000
C: -17.17596 0.72560 5.63955  0.046
C: -18.50378 1.16810 5.29417  0.059
O: -19.25907 1.07456 6.47331  0.297
H: -17.09384 -0.19996 6.20937  0.013
H: -16.72080 1.44221 6.32322  0.021
H: -16.63489 0.67960 4.69445  0.005
H: -18.88800 0.35889 4.67315  0.047
H: -18.66850 2.12321 4.79544  -0.001
H: -19.31010 0.15930 6.75842  -0.001
C: -14.27850 -3.62741 5.23989  0.000
C: -14.16137 -2.95188 6.62216  0.000
O: -14.57243 -1.58294 6.51005  0.000
H: -15.27850 -3.41602 4.86120  0.000
H: -14.11484 -4.69587 5.38030  0.000
H: -13.59218 -3.25604 4.47888  0.000
H: -13.13490 -3.05432 6.97426  0.000
H: -14.85731 -3.49721 7.25964  0.000
H: -13.98429 -1.12585 5.90443  0.000

For the lowest unoccupied orbital energy (alpha / beta), the calculation gives -2.835 / -9.942 eV. The multiplicity is 2. The calculation puts the orbital gap (alpha / beta) at 9.57 / 2.46 eV. As for the net charge: +1. The calculation puts the HOMO energy (alpha / beta) at -0.45579 / -0.45567 Eh.

=====

The following is a DFT calculation (ωB97M-V with the def2-TZVPD basis set) of a 14-piece molecular cluster, C14H56N6O14 overall.

Each line ends with the Löwdin charge.
Atoms and positions in Å:
C: 0.88617 4.45044 22.72820  -0.153
O: 2.26221 4.19655 22.95191  -0.117
H: 0.26740 3.59786 22.99444  0.053
H: 0.56079 5.32976 23.29386  0.076
H: 0.66859 4.65692 21.67622  0.065
H: 2.77357 4.40940 22.17122  0.055
C: -4.08991 6.92802 17.19095  -0.135
O: -5.35549 6.80605 17.83866  -0.120
H: -3.64324 5.96643 16.92287  0.065
H: -4.14572 7.60916 16.34113  0.089
H: -3.42045 7.36068 17.93701  0.059
H: -6.02934 6.59645 17.18765  0.065
C: -1.63525 1.46785 23.20809  -0.166
O: -1.80964 2.42168 22.18673  -0.135
H: -1.81503 0.43503 22.87074  0.062
H: -0.61323 1.42982 23.60569  0.078
H: -2.35457 1.67384 23.99773  0.080
H: -1.34416 2.12393 21.38962  0.046
C: 0.09440 -1.39367 20.55066  -0.132
O: 0.34259 -0.60322 19.40535  -0.175
H: -0.25813 -0.79718 21.39614  0.067
H: -0.71779 -2.07353 20.27277  0.073
H: 0.93852 -2.03476 20.80959  0.085
H: 1.11877 -0.02408 19.53802  0.035
C: -0.25149 7.23338 16.62652  -0.120
O: -0.02226 6.06344 17.42767  -0.152
H: -1.00093 7.83856 17.13402  0.070
H: 0.66079 7.83614 16.59702  0.082
H: -0.56373 6.99121 15.61076  0.080
H: 0.51748 5.48779 16.87441  0.078
C: -1.41805 7.45526 20.32858  -0.146
O: -2.11617 8.65951 19.99337  -0.128
H: -0.37756 7.77506 20.30921  0.087
H: -1.70675 7.08782 21.31322  0.084
H: -1.52834 6.66669 19.57984  0.044
H: -3.06681 8.52720 20.04817  0.062
C: -1.07338 3.31447 14.47928  -0.168
O: -1.63199 2.01103 14.38978  -0.127
H: -0.94038 3.64225 15.51842  0.052
H: -0.08397 3.33082 14.02113  0.086
H: -1.70708 4.04371 13.96133  0.077
H: -2.44282 2.07583 14.91496  0.033
C: 1.16747 1.28775 16.50809  -0.160
O: 1.04602 0.85010 15.17255  -0.107
H: 0.73016 0.58201 17.21933  0.052
H: 2.22372 1.42388 16.74724  0.075
H: 0.69837 2.26843 16.66705  0.063
H: 0.20874 1.17472 14.81985  0.031
C: -3.86824 -0.06933 20.10248  -0.117
O: -4.24602 1.29515 19.90056  -0.154
H: -2.80789 -0.19184 19.87800  0.050
H: -3.96152 -0.36563 21.15183  0.085
H: -4.54114 -0.69393 19.52041  0.085
H: -4.42168 1.68906 20.75943  0.070
C: -1.94152 -1.74270 16.99735  -0.154
O: -3.10067 -1.34805 16.28811  -0.113
H: -1.15371 -0.99078 17.03891  0.060
H: -2.22433 -2.04553 18.01566  0.068
H: -1.55536 -2.65518 16.54722  0.085
H: -3.45290 -0.52675 16.63880  0.055
C: -3.71894 4.59756 20.76749  -0.120
O: -4.85236 5.44804 20.50191  -0.135
H: -3.52632 4.64326 21.83564  0.083
H: -3.94759 3.58954 20.43643  0.037
H: -2.91661 4.96701 20.13639  0.050
H: -4.61630 6.31068 20.16172  0.038
C: 3.33417 1.62625 19.51090  -0.649
O: 2.83776 0.51793 19.67846  0.022
N: 2.57091 2.75315 19.46687  0.175
N: 4.67983 1.82171 19.35585  0.156
H: 2.94251 3.68333 19.44947  0.097
H: 1.55858 2.61440 19.47661  0.058
H: 5.25962 1.00286 19.38479  0.103
H: 5.04601 2.64395 18.91586  0.092
C: -4.54120 3.29645 16.59932  -0.626
O: -3.51293 2.65829 16.32577  -0.029
N: -5.02141 3.30594 17.86043  0.212
N: -5.22911 4.02410 15.67155  0.182
H: -5.65287 4.00664 18.21520  0.105
H: -4.54571 2.73734 18.55235  0.065
H: -4.74345 4.20180 14.81043  0.114
H: -5.90907 4.67205 16.02115  0.087
C: -0.99777 2.70058 18.91884  -0.616
O: -0.21054 2.88826 19.85656  -0.023
N: -1.63071 3.71212 18.26128  0.188
N: -1.40335 1.46292 18.50950  0.192
H: -2.26879 3.47244 17.51523  0.046
H: -1.19170 4.62281 18.22880  0.064
H: -2.09328 1.44859 17.77528  0.083
H: -0.93247 0.62399 18.85024  0.058

For the lowest unoccupied orbital energy, the calculation gives -0.036 eV. The multiplicity is 1. The calculation puts the orbital gap at 9.48 eV. The calculation puts the HOMO energy at -0.34965 Eh.

=====

The following is a DFT calculation (ωB97M-V with the def2-TZVPD basis set) of C14H56O18PRb2 as an isolated structure.

Each line ends with the Löwdin charge.
Atoms and positions in Å:
Rb: 0.63138 -0.00074 -0.85734  0.991
Rb: -0.54977 4.35457 0.00894  1.049
P: -1.79871 1.53661 0.84858  -0.033
O: -1.91018 2.02163 -0.62788  -0.493
O: -0.33137 1.88825 1.22654  -0.533
O: -1.98354 0.05682 0.91059  -0.358
O: -2.73676 2.44205 1.73201  -0.388
C: 3.76531 -0.73404 0.50837  -0.120
O: 3.11068 -1.36963 -0.60439  -0.236
H: 3.20797 -1.03369 1.40436  0.063
H: 4.78226 -1.12802 0.62370  0.086
H: 3.75441 0.36210 0.42573  0.078
H: 3.53494 -1.10944 -1.43747  0.075
C: 3.17995 2.79808 -2.55539  -0.168
O: 3.85596 3.06184 -1.36058  -0.134
H: 3.34292 3.57485 -3.28564  0.070
H: 3.50910 1.83879 -2.99682  0.077
H: 2.10805 2.84019 -2.31856  0.070
H: 3.19294 2.88473 -0.64666  0.036
C: 2.58953 3.40158 1.80626  -0.177
O: 1.97239 2.74437 0.73302  -0.278
H: 2.83326 2.74759 2.66460  0.068
H: 3.51176 3.93743 1.57507  0.081
H: 1.90103 4.15721 2.22430  0.073
H: 1.00720 2.35945 1.04730  0.008
C: -1.08223 2.60266 -3.71992  -0.167
O: -0.36657 2.45286 -2.52929  -0.244
H: -1.56496 1.69239 -4.09425  0.083
H: -1.77851 3.43771 -3.60719  0.070
H: -0.37454 2.95571 -4.46854  0.075
H: -1.01313 2.20004 -1.82636  -0.056
C: 2.62455 -4.84601 -0.05223  -0.138
O: 1.55254 -5.76142 0.05222  -0.127
H: 2.91859 -4.76724 -1.08932  0.082
H: 2.44463 -3.85362 0.40409  0.072
H: 3.43531 -5.26352 0.53883  0.077
H: 1.09417 -5.76449 0.88689  0.071
C: -4.29809 -2.43913 0.90682  -0.180
O: -4.72691 -1.10204 1.00306  -0.118
H: -5.13640 -3.01649 0.50151  0.080
H: -3.50431 -2.49451 0.15587  0.050
H: -3.86973 -2.86959 1.80462  0.071
H: -3.93188 -0.56881 1.12637  0.039
C: 1.96285 -3.52579 3.70768  -0.184
O: 2.36822 -2.36081 3.07353  -0.140
H: 1.57931 -4.28101 3.02519  0.056
H: 2.83588 -3.97160 4.19304  0.079
H: 1.22845 -3.35749 4.49621  0.086
H: 1.55243 -1.97678 2.65977  0.055
C: -1.46062 4.07660 4.01428  -0.161
O: -0.59619 4.19908 2.90147  -0.245
H: -1.05114 3.46970 4.83629  0.083
H: -1.62996 5.07603 4.40170  0.066
H: -2.42056 3.74130 3.65766  0.058
H: -0.58810 3.31212 2.45900  -0.005
C: -0.44261 -3.02701 1.10331  -0.124
O: 0.07100 -1.78851 1.57083  -0.199
H: -1.30947 -2.82993 0.49861  0.066
H: 0.28083 -3.48732 0.43934  0.042
H: -0.70013 -3.69241 1.93723  0.095
H: -0.66790 -1.11290 1.52493  0.056
C: -0.10719 -3.97547 -2.35599  -0.185
O: -0.77770 -5.09424 -1.85384  -0.095
H: -0.72115 -3.52068 -3.12026  0.072
H: 0.11058 -3.21570 -1.59929  0.059
H: 0.84399 -4.24985 -2.82204  0.085
H: -0.13624 -5.47026 -1.23918  0.044
C: -4.00665 4.25240 -1.87908  -0.177
O: -4.03612 2.92491 -2.37744  -0.142
H: -3.38013 4.90434 -2.49798  0.064
H: -4.98444 4.71517 -1.90477  0.068
H: -3.69018 4.28234 -0.83461  0.071
H: -3.31821 2.51179 -1.82885  0.036
C: 0.55102 -0.88837 -4.21244  -0.142
O: 1.82288 -0.40110 -3.79548  -0.154
H: 0.38383 -1.87054 -3.85549  0.044
H: -0.26841 -0.25123 -3.87975  0.060
H: 0.44114 -0.87507 -5.30594  0.092
H: 1.93097 0.47764 -4.20830  0.083
C: -3.14164 -0.72562 -2.28019  -0.126
O: -1.91888 -0.93872 -1.56459  -0.283
H: -3.14491 -1.28328 -3.21561  0.072
H: -4.00760 -1.07093 -1.71482  0.077
H: -3.22993 0.31842 -2.57302  0.063
H: -2.04599 -0.46522 -0.67133  0.001
C: 1.49370 0.85043 4.14952  -0.173
O: 0.12384 0.55577 4.14302  -0.117
H: 2.03549 0.12074 4.72762  0.072
H: 1.93093 0.88268 3.15344  0.059
H: 1.59070 1.86332 4.55457  0.077
H: -0.25923 0.94597 3.32016  0.066

For the lowest unoccupied orbital energy, the calculation gives 1.627 eV. The multiplicity is 1. The calculation puts the orbital gap at 6.80 eV. As for the net charge: -1. The calculation puts the HOMO energy at -0.19028 Eh.

=====

| no. | E_tot (hartree) |
| --- | --- |
| 1 | -1543.41145 |
| 2 | -1948.86544 |
| 3 | -2310.98211 |